[1]
{"formula": "C20H41N2O5S", "method": "ωB97M-V with the def2-TZVPD basis set", "e_homo_ev": -11.36, "total_charge": 1, "multiplicity": 1, "lumo_energy_ev": -3.99, "symbols": ["C", "C", "C", "N", "S", "N", "C", "O", "H", "H", "H", "H", "H", "H", "H", "H", "H", "C", "C", "C", "O", "C", "H", "H", "H", "H", "H", "H", "H", "H", "C", "C", "C", "O", "C", "H", "H", "H", "H", "H", "H", "H", "H", "C", "C", "C", "O", "C", "H", "H", "H", "H", "H", "H", "H", "H", "C", "C", "C", "O", "C", "H", "H", "H", "H", "H", "H", "H", "H"], "positions_angstrom": [[5.213285, 2.165139, 0.625538], [4.404424, 3.157821, -0.218551], [3.647531, 4.155789, 0.658951], [2.372914, 3.581576, 1.188613], [1.128984, 3.879632, 0.151505], [-0.076717, 2.870481, 0.627013], [0.024610, 1.660039, 0.388180], [0.086915, 0.535710, 0.247899], [6.189044, 2.583118, 0.873113], [4.710044, 1.966267, 1.579170], [5.353876, 1.228178, 0.090285], [5.037232, 3.698158, -0.919626], [3.657784, 2.580925, -0.778951], [3.460487, 5.107597, 0.155355], [4.238287, 4.396284, 1.544410], [2.473554, 2.578752, 1.333707], [0.612759, 5.023984, 0.650723], [4.432099, -2.527856, -1.647081], [5.890223, -2.724029, -2.062914], [6.425065, -1.299643, -2.020276], [5.684210, -0.626519, -0.991583], [4.564671, -1.429385, -0.602169], [3.956707, -3.425549, -1.262902], [3.842363, -2.176721, -2.496092], [6.408786, -3.345215, -1.330037], [6.006665, -3.184237, -3.042090], [6.256021, -0.782528, -2.969870], [7.486486, -1.244441, -1.780532], [4.761776, -1.846966, 0.391153], [3.676605, -0.792846, -0.539285], [0.140346, -5.474942, -0.455064], [1.136030, -6.614723, -0.668473], [1.955775, -6.089855, -1.839909], [1.969842, -4.663006, -1.710765], [1.008242, -4.255493, -0.738798], [-0.298748, -5.456217, 0.541047], [-0.669262, -5.541397, -1.184237], [1.766961, -6.733120, 0.214662], [0.666547, -7.572991, -0.881607], [1.494839, -6.351463, -2.797080], [2.983604, -6.453259, -1.841407], [1.534859, -3.928188, 0.166680], [0.442764, -3.409805, -1.134547], [-5.232069, 4.428268, 0.106129], [-4.232036, 3.272559, 0.135039], [-3.300287, 3.660611, -1.004161], [-3.275818, 5.085964, -1.050471], [-4.331886, 5.609911, -0.234395], [-5.767320, 4.567467, 1.043378], [-5.966176, 4.267963, -0.685259], [-3.692499, 3.269095, 1.086514], [-4.682453, 2.291530, 0.004414], [-3.665994, 3.278317, -1.962649], [-2.277894, 3.299957, -0.861672], [-3.895847, 6.046538, 0.670650], [-4.842491, 6.398800, -0.785299], [-6.505011, -0.752798, 3.186646], [-6.688284, -1.609412, 1.934243], [-6.430186, -0.594644, 0.828439], [-5.484761, 0.342317, 1.357839], [-5.357742, 0.157712, 2.769545], [-6.279979, -1.327576, 4.083132], [-7.405424, -0.165419, 3.375121], [-5.937119, -2.401379, 1.906609], [-7.671077, -2.070463, 1.858556], [-7.345971, -0.058167, 0.561158], [-6.015677, -1.041407, -0.075647], [-4.387986, -0.307702, 2.980328], [-5.386471, 1.132935, 3.257630]], "atomic_forces_ev_per_a": [[0.0, 0.3, 0.0], [-0.3, -0.2, 0.3], [0.6, -0.1, 0.1], [0.2, 0.4, 0.3], [-0.1, -0.1, -1.0], [0.2, 0.2, 0.1], [0.0, 0.6, 0.2], [-0.1, -0.8, -0.1], [0.0, 0.0, 0.0], [0.0, -0.1, -0.1], [0.1, 0.0, 0.1], [0.0, -0.1, -0.1], [0.1, 0.2, -0.3], [-0.3, -0.1, 0.0], [-0.1, 0.1, 0.0], [-0.1, 0.0, 0.1], [-0.1, -0.1, 0.4], [0.1, 0.1, 0.0], [0.0, 0.0, 0.1], [0.0, 0.0, -0.1], [-0.1, 0.0, 0.0], [0.1, -0.1, 0.0], [0.0, 0.0, 0.0], [0.0, 0.0, 0.0], [0.0, 0.0, 0.0], [0.0, 0.0, 0.0], [0.0, 0.0, 0.0], [0.0, 0.0, 0.0], [0.0, 0.0, 0.0], [0.0, 0.0, 0.0], [0.0, 0.0, -0.1], [0.0, 0.1, 0.0], [-0.1, 0.0, 0.0], [0.0, 0.0, 0.0], [0.0, 0.0, 0.1], [0.0, 0.0, 0.0], [0.0, 0.0, 0.0], [0.0, 0.0, 0.0], [0.0, 0.0, 0.0], [0.0, 0.0, 0.0], [0.0, 0.0, 0.0], [0.0, 0.0, 0.0], [0.0, 0.0, 0.0], [0.0, 0.0, -0.1], [0.0, 0.1, 0.0], [-0.1, 0.0, -0.1], [0.1, 0.0, 0.1], [0.0, 0.0, 0.1], [0.0, 0.0, 0.0], [0.0, 0.0, 0.0], [0.0, 0.0, 0.0], [0.0, 0.0, 0.0], [0.0, 0.0, 0.0], [0.0, 0.0, 0.0], [0.0, 0.0, 0.0], [0.0, 0.0, 0.0], [0.0, 0.0, 0.0], [0.1, 0.0, 0.0], [-0.1, 0.0, 0.0], [0.0, 0.0, 0.0], [0.0, 0.0, 0.0], [0.0, 0.0, 0.0], [0.0, 0.0, 0.0], [0.0, 0.0, 0.0], [0.0, 0.0, 0.0], [0.0, 0.0, 0.0], [0.0, 0.0, 0.0], [0.0, 0.0, 0.0], [0.0, 0.0, 0.0]]}



[2]
{"formula": "C20H41N4O7", "method": "ωB97M-V with the def2-TZVPD basis set", "e_homo_ev": -10.34, "total_charge": 1, "de_lowest_ev": 0.000, "multiplicity": 1, "lumo_energy_ev": -3.45, "symbols": ["C", "C", "O", "C", "O", "N", "N", "C", "N", "C", "N", "H", "H", "H", "H", "H", "H", "H", "H", "H", "H", "H", "C", "C", "O", "C", "H", "H", "H", "H", "H", "H", "C", "C", "O", "C", "H", "H", "H", "H", "H", "H", "C", "C", "O", "C", "H", "H", "H", "H", "H", "H", "C", "C", "O", "C", "H", "H", "H", "H", "H", "H", "C", "C", "O", "C", "H", "H", "H", "H", "H", "H"], "positions_angstrom": [[-3.914091, 2.102459, -3.608768], [-3.268542, 0.712691, -3.449715], [-4.013596, -0.055546, -2.517432], [-3.195735, 0.017398, -4.790451], [-2.401599, -1.217357, -4.763783], [-1.093493, -0.969412, -4.568955], [-0.312826, -0.281418, -5.443111], [0.911802, -0.295637, -4.915809], [0.950699, -0.987308, -3.792501], [-0.308189, -1.420991, -3.577520], [-0.730821, -2.178138, -2.569103], [-4.896293, 2.085295, -3.143625], [-3.290923, 2.870222, -3.156161], [-4.046426, 2.364671, -4.663043], [-2.257105, 0.839579, -3.040538], [-4.208000, -0.932992, -2.862797], [-2.810538, 0.671968, -5.575120], [-4.185604, -0.321348, -5.099968], [-0.657108, 0.128551, -6.297917], [1.776329, 0.179068, -5.360202], [-1.400529, -2.909922, -2.727360], [-0.305933, -2.060138, -1.651397], [2.910269, -1.405150, 0.216281], [1.531374, -0.840220, 0.398875], [0.562918, -1.549198, 0.607556], [1.395462, 0.661105, 0.336024], [2.881293, -2.488548, 0.303302], [3.301523, -1.126757, -0.763989], [3.577783, -1.005138, 0.983415], [1.737194, 1.023838, -0.634256], [2.015190, 1.122573, 1.104715], [0.356286, 0.947927, 0.494085], [-4.362078, -2.713640, 1.949186], [-3.879526, -1.283362, 1.984065], [-4.374273, -0.462622, 2.717519], [-2.743696, -0.923414, 1.054766], [-5.175941, -2.841626, 2.658056], [-4.714479, -2.968207, 0.947608], [-3.546317, -3.390384, 2.208784], [-3.043415, -1.097119, 0.022409], [-1.863374, -1.529088, 1.274999], [-2.496802, 0.128746, 1.180607], [6.104723, 0.399303, -3.391194], [4.960452, 0.895557, -2.549429], [5.069981, 1.072353, -1.359225], [3.641738, 1.130029, -3.258880], [6.982004, 0.258111, -2.765664], [5.840372, -0.549864, -3.860878], [6.334145, 1.120774, -4.177091], [3.308479, 0.185924, -3.690182], [3.761532, 1.876110, -4.047793], [2.902992, 1.479552, -2.542452], [7.134176, 0.515754, 3.745766], [5.740821, 0.362782, 3.190810], [5.156923, -0.696296, 3.217071], [5.105804, 1.596666, 2.597128], [7.476727, -0.437241, 4.140594], [7.814405, 0.848648, 2.960302], [7.140157, 1.260785, 4.542796], [5.704555, 1.964817, 1.762680], [5.030496, 2.382938, 3.349691], [4.109243, 1.349919, 2.237906], [-5.557789, 0.290257, 5.741978], [-5.334955, 1.141880, 6.967484], [-6.020905, 2.106606, 7.207995], [-4.203727, 0.729763, 7.881452], [-6.393230, 0.686180, 5.170087], [-4.667826, 0.288656, 5.113249], [-5.776761, -0.737865, 6.036033], [-3.258691, 0.741167, 7.335845], [-4.372697, -0.281969, 8.253688], [-4.144017, 1.417291, 8.721502]], "atomic_forces_ev_per_a": [[0.2, -0.2, -0.3], [-0.1, 0.1, 0.1], [0.0, -0.1, 0.0], [-0.1, 0.2, 0.1], [-0.1, 0.0, -0.4], [-0.2, -0.2, 0.3], [0.3, 0.1, -0.2], [0.1, -0.3, 0.5], [0.0, 0.3, 0.0], [0.2, 0.0, -0.1], [0.1, 0.2, 0.2], [0.0, 0.1, 0.1], [-0.1, 0.0, 0.1], [0.0, 0.0, 0.1], [0.0, -0.1, -0.1], [0.1, 0.0, 0.0], [0.1, 0.0, 0.1], [0.1, -0.1, 0.0], [-0.1, -0.1, 0.0], [-0.2, 0.0, -0.1], [-0.3, 0.2, 0.2], [0.1, -0.3, -0.2], [-0.1, -0.2, 0.1], [0.0, 0.0, 0.2], [0.1, 0.0, -0.4], [-0.3, -0.1, 0.0], [0.0, 0.0, 0.0], [0.1, 0.1, 0.1], [0.1, 0.1, -0.1], [0.1, 0.0, 0.0], [0.1, 0.0, -0.1], [0.0, 0.0, 0.0], [-0.1, 0.1, 0.1], [0.1, 0.0, -0.1], [0.0, 0.0, 0.1], [0.0, 0.1, 0.2], [0.0, 0.0, 0.0], [0.1, 0.0, 0.0], [0.0, 0.0, -0.1], [0.0, -0.1, -0.1], [0.0, 0.0, -0.1], [0.0, 0.0, 0.0], [0.1, 0.1, 0.1], [0.0, -0.1, 0.1], [-0.1, 0.0, -0.1], [0.1, 0.1, 0.1], [0.0, 0.0, 0.0], [0.0, 0.0, -0.1], [0.0, 0.0, -0.1], [0.0, 0.0, -0.1], [0.0, -0.1, -0.1], [0.0, 0.0, 0.0], [0.0, -0.2, 0.0], [0.0, 0.0, 0.0], [-0.1, 0.0, -0.1], [-0.1, -0.1, 0.0], [0.0, 0.0, 0.0], [0.0, 0.1, 0.0], [0.0, 0.1, -0.1], [0.0, 0.1, 0.0], [0.1, 0.0, 0.0], [0.0, 0.0, 0.0], [-0.1, 0.2, 0.1], [0.0, 0.0, 0.0], [0.0, 0.0, 0.0], [-0.1, 0.1, 0.1], [0.0, 0.0, 0.0], [0.0, -0.1, 0.0], [0.1, 0.0, 0.0], [0.0, -0.1, 0.0], [0.1, 0.0, -0.1], [0.0, 0.0, 0.0]]}



[3]
{"formula": "C20H42BCl20INO6S2", "method": "ωB97M-V with the def2-TZVPD basis set", "e_homo_ev": -6.78, "total_charge": -1, "multiplicity": 1, "lumo_energy_ev": 1.64, "symbols": ["O", "S", "O", "I", "N", "S", "O", "O", "B", "O", "O", "H", "H", "Cl", "C", "C", "Cl", "H", "H", "H", "H", "Cl", "C", "C", "Cl", "H", "H", "H", "H", "Cl", "C", "C", "Cl", "H", "H", "H", "H", "Cl", "C", "C", "Cl", "H", "H", "H", "H", "Cl", "C", "C", "Cl", "H", "H", "H", "H", "Cl", "C", "C", "Cl", "H", "H", "H", "H", "Cl", "C", "C", "Cl", "H", "H", "H", "H", "Cl", "C", "C", "Cl", "H", "H", "H", "H", "Cl", "C", "C", "Cl", "H", "H", "H", "H", "Cl", "C", "C", "Cl", "H", "H", "H", "H"], "positions_angstrom": [[-2.726027, 1.959357, -2.885595], [-1.489479, 1.634846, -2.107820], [-0.312002, 1.729181, -3.014186], [-1.282892, 3.405166, -0.459268], [-1.750509, 0.131274, -1.414105], [-0.323144, -0.571795, -0.852613], [-0.716171, -1.944850, -0.371244], [0.738409, -0.745523, -1.891241], [0.322210, 0.319959, 0.689022], [1.397674, 1.229126, 0.559170], [-0.301282, 0.042541, 1.896230], [2.136612, 0.689551, 0.246700], [-0.242846, 0.833193, 2.444134], [0.048098, 1.018734, 5.943761], [0.234190, -0.752487, 5.824248], [1.659328, -1.161235, 5.539422], [2.149325, -0.715029, 3.889226], [-0.441655, -1.109756, 5.054979], [-0.082913, -1.168145, 6.779726], [1.755305, -2.244900, 5.608251], [2.353866, -0.711296, 6.246945], [-0.786120, -3.885513, 2.565031], [-0.650859, -4.808970, 4.079792], [-1.877046, -4.651694, 4.948244], [-2.017622, -2.990343, 5.568377], [0.248518, -4.471841, 4.593696], [-0.518928, -5.857771, 3.813010], [-1.811826, -5.317974, 5.808509], [-2.787771, -4.886368, 4.406994], [-1.886526, -5.281993, -0.441425], [-1.523738, -4.074823, -1.706301], [-1.909263, -4.558952, -3.083994], [-0.873309, -5.898447, -3.647193], [-0.465260, -3.833268, -1.645308], [-2.088905, -3.177692, -1.457990], [-1.795271, -3.747420, -3.801561], [-2.942921, -4.899729, -3.112881], [0.435071, 5.113126, -5.495489], [0.569270, 3.337179, -5.604855], [1.961555, 2.892323, -5.980600], [2.383682, 3.322518, -7.662089], [-0.170350, 2.987593, -6.322097], [0.307344, 2.939540, -4.623688], [2.031346, 1.807851, -5.904751], [2.710223, 3.331422, -5.323840], [-0.370575, 7.122393, -2.574600], [0.168949, 8.791587, -2.879345], [1.382605, 8.841267, -3.777375], [2.839922, 8.200228, -2.974411], [0.362311, 9.266128, -1.919161], [-0.662296, 9.310983, -3.355223], [1.599050, 9.870081, -4.045049], [1.224947, 8.273704, -4.693581], [-3.924079, -5.461589, 8.473739], [-5.601159, -5.404420, 7.873834], [-5.811425, -6.315808, 6.687497], [-4.953998, -5.734384, 5.240370], [-5.836838, -4.370388, 7.629636], [-6.242798, -5.717317, 8.697354], [-6.870715, -6.354698, 6.434445], [-5.473477, -7.329096, 6.896241], [-5.416981, -7.515003, 1.874162], [-4.882554, -7.798809, 0.197607], [-5.693288, -8.875597, -0.484857], [-5.383192, -10.491187, 0.202133], [-3.823664, -8.047409, 0.219277], [-4.999467, -6.855500, -0.334688], [-5.425031, -8.923595, -1.539831], [-6.760999, -8.677832, -0.411183], [-0.325106, 12.477354, -2.178989], [-0.128052, 13.531070, -3.601669], [-0.705387, 12.910815, -4.852314], [0.234021, 11.496968, -5.391222], [0.932235, 13.747949, -3.716405], [-0.646688, 14.463464, -3.379800], [-0.684807, 13.634961, -5.666354], [-1.735772, 12.594144, -4.702460], [3.845876, -0.525523, -1.034179], [4.313616, 1.158215, -1.384488], [5.545570, 1.233579, -2.253791], [7.005850, 0.686985, -1.389498], [4.459700, 1.673730, -0.436591], [3.468681, 1.619553, -1.897825], [5.723197, 2.265057, -2.556220], [5.438150, 0.628177, -3.151586], [6.843806, -2.050972, 2.892733], [7.212787, -2.476302, 1.201615], [6.324856, -3.583816, 0.685517], [6.677115, -5.146931, 1.468298], [8.265498, -2.747284, 1.144858], [7.059349, -1.575077, 0.608527], [6.490637, -3.719807, -0.382590], [5.272235, -3.356717, 0.842105]], "atomic_forces_ev_per_a": [[1.9, -0.4, 2.4], [-1.6, -1.9, -5.0], [-1.1, 0.0, 2.5], [0.1, 0.0, 0.3], [2.3, 2.0, 0.4], [0.1, -4.3, -2.0], [0.1, 3.0, 0.1], [-1.4, 1.4, 1.7], [0.4, 1.0, 1.3], [-1.3, -1.4, 0.6], [0.1, 0.7, -2.0], [0.3, 0.2, -0.5], [0.3, -0.1, 0.5], [0.0, 0.1, 0.0], [0.1, -0.1, 0.1], [0.0, -0.1, 0.0], [0.2, 0.1, 0.0], [0.1, 0.1, -0.1], [0.0, 0.0, 0.0], [-0.1, 0.0, 0.0], [0.0, 0.1, -0.1], [0.1, 0.1, 0.1], [0.0, 0.0, -0.1], [0.3, -0.3, -0.1], [-0.3, -0.1, 0.1], [-0.1, 0.0, 0.0], [-0.1, 0.0, 0.0], [0.0, 0.1, 0.0], [0.2, 0.1, -0.1], [-0.1, -0.2, 0.0], [-0.1, -0.1, -0.5], [-0.2, 0.2, 0.2], [0.0, -0.2, -0.1], [-0.2, -0.1, 0.0], [0.1, -0.2, 0.0], [0.1, 0.0, 0.1], [0.1, -0.1, 0.0], [0.0, 0.1, -0.1], [0.0, -0.2, 0.1], [-0.1, -0.1, 0.2], [0.1, 0.0, -0.1], [0.1, 0.1, 0.0], [0.1, 0.0, -0.1], [-0.1, 0.0, 0.0], [0.0, 0.1, -0.1], [0.0, 0.0, 0.1], [-0.1, 0.0, 0.0], [-0.1, 0.0, 0.0], [0.0, -0.1, 0.0], [0.1, -0.1, 0.0], [0.1, 0.0, -0.1], [0.0, 0.0, 0.1], [0.0, -0.1, 0.1], [0.0, 0.0, 0.0], [-0.2, 0.0, 0.0], [-0.1, 0.0, 0.0], [-0.2, -0.1, 0.1], [0.1, 0.0, -0.1], [0.0, -0.1, 0.0], [0.0, 0.1, 0.0], [0.1, 0.1, 0.0], [0.0, 0.0, 0.1], [0.0, 0.0, -0.2], [0.0, 0.2, -0.1], [0.0, -0.1, 0.0], [-0.1, 0.0, 0.0], [0.0, 0.0, 0.0], [0.1, 0.0, 0.1], [0.0, 0.0, 0.1], [0.0, 0.0, 0.0], [0.0, 0.1, -0.1], [-0.1, 0.2, 0.0], [-0.1, 0.1, -0.1], [0.0, -0.1, 0.0], [0.0, -0.1, 0.0], [0.1, 0.0, 0.0], [0.1, -0.1, 0.1], [0.1, 0.0, 0.1], [-0.1, 0.2, -0.1], [-0.2, 0.1, -0.1], [0.1, -0.1, 0.0], [0.1, -0.1, 0.0], [0.0, -0.1, 0.0], [0.0, 0.0, 0.1], [0.0, -0.1, 0.1], [0.0, 0.0, 0.0], [0.0, 0.1, -0.2], [0.0, 0.2, -0.1], [0.0, 0.0, 0.0], [-0.1, -0.1, 0.1], [-0.1, 0.0, 0.0], [0.0, 0.0, 0.0], [0.1, 0.0, 0.1]]}